This record from OMol25 describes a molecular structure, C71H70CoN10O4. The level of theory is ωB97M-V/def2-TZVPD.

**Total charge**: +1
**Kohn-Sham gap (spin up / spin down)**: 5.387 / 5.575 eV

Geometry (Å):
H1 -4.15175 3.15648 -7.23822
C1 -1.55314 2.39632 1.30076
H2 -4.75727 0.78293 -6.80259
C2 1.36985 3.87683 -0.95486
C3 2.41883 2.80098 1.00570
H3 3.76621 0.00436 4.37145
C4 -3.13500 3.53270 -4.50033
C5 1.56241 4.82912 2.04448
C6 -4.93021 -3.57611 -3.20296
C7 -1.45495 -5.02226 -1.94943
C8 2.99396 -2.46277 3.78267
C9 -2.81811 2.73250 -1.88098
C10 -0.81685 -4.15962 5.79124
H4 0.98107 -5.31495 5.27251
H5 1.99703 -4.00635 6.62644
C11 -0.80979 0.03834 -2.43317
H6 -2.56676 -5.20691 6.48456
H7 5.04593 6.20709 2.83369
C12 0.61837 -6.71240 -2.75041
H8 5.92611 -3.52176 5.08524
H9 -2.62953 -4.79005 4.76898
C13 2.94171 6.51352 3.03312
C14 -1.08357 -2.02149 -3.25966
C15 -6.18174 -3.88388 -1.05386
C16 -0.84313 1.41390 -2.34109
C17 6.52366 5.81746 0.27469
C18 4.86526 -3.35644 4.99788
C19 7.40127 5.50180 -0.94978
N1 -1.29701 2.06725 -5.15891
H10 8.18041 6.25434 1.59626
C20 1.90178 -2.52039 1.56335
C21 -0.09257 -5.44056 5.35824
C22 -4.84164 -3.48269 -1.67036
H11 -4.52379 3.93304 -1.44353
C23 -2.32411 -4.44191 5.75231
C24 5.23588 6.47946 -0.21166
C25 4.35978 -2.66885 3.90961
H12 -1.78246 0.91145 -9.01694
H13 2.37968 -4.53246 2.34216
H14 5.48972 7.25884 -0.92653
C26 1.95130 -3.92776 1.56875
O1 -4.07930 -5.61828 -0.84812
H15 6.88387 4.83535 -1.63706
H16 -5.11720 -4.60731 -3.49802
H17 1.89815 -5.03352 -2.44302
H18 -0.35451 1.89811 -4.82062
H19 8.32379 5.02170 -0.63528
C27 -1.40989 1.69306 -6.48053
H20 -6.15381 -3.76239 0.02596
H21 -0.35578 -4.57487 7.86562
H22 -3.60614 -1.65922 -1.72440
C28 3.95402 4.67610 1.83335
C29 2.46888 -1.74645 2.59777
H23 -3.08898 -1.44327 2.99366
H24 1.24763 -5.34374 0.05363
C30 0.98291 -3.16951 -0.29715
H25 1.82917 4.83652 -0.83459
H26 -4.00680 -3.24502 -3.67556
C31 2.68236 4.12695 1.59994
C32 0.22910 -3.20008 -1.49252
H27 -1.23493 -2.12382 1.48134
C33 -0.12909 -4.53658 -1.99468
H28 -0.28917 -6.23232 6.07770
C34 -1.53753 -1.10646 1.63986
H29 -2.44421 4.29778 1.62030
H30 7.64543 6.42203 -1.47538
C35 -3.84927 3.58740 -2.21151
C36 -4.48198 -2.06459 -1.21998
H31 -5.31475 -1.40075 -1.44095
C37 -3.98026 4.01997 -3.52203
C38 2.10365 -2.94602 4.75960
N2 -2.60951 -0.79686 2.38413
H32 -6.98275 -3.26974 -1.45667
O2 -1.40121 -2.41877 4.24513
C39 -3.82158 0.85428 -6.25223
N3 1.31367 -2.04483 0.41993
H33 7.65198 7.62308 0.61298
H34 -2.08078 -0.44306 -7.94121
H35 5.01886 -2.30421 3.13525
N4 2.21389 0.40250 1.45444
H36 -3.54806 2.65995 -8.80850
C40 0.88561 -5.40569 -2.39483
H37 -4.31029 -2.04004 -0.14529
N5 0.75903 -2.60810 4.54707
Co1 0.96415 -0.17747 -0.00772
O3 7.26796 3.70720 1.12650
H38 -6.39412 -4.92671 -1.26955
C41 -2.49659 0.48839 -8.31788
H39 -2.50157 3.57458 -7.73836
C42 -2.73591 0.56715 2.36589
H40 -3.42462 0.27340 -8.83991
C43 7.31211 6.76507 1.18807
C44 3.99602 -3.82782 5.96302
H41 1.41539 -7.35625 -3.08583
H42 -2.31722 -3.18882 -1.74888
C45 -0.46349 -3.70755 7.21858
C46 2.63270 -0.38216 2.49720
C47 -2.76421 1.47260 -7.16964
H43 -0.89914 -8.22012 -2.92681
O4 -0.37358 1.47876 -7.07055
C48 2.65071 1.66342 1.76172
C49 3.34235 1.66960 3.01918
N6 -2.50371 -4.17280 -1.61478
H44 6.70397 7.13367 2.00985
H45 4.37585 -4.35448 6.82319
C50 1.68286 6.00956 2.74687
H46 -0.05625 4.10259 -2.62124
C51 -1.95542 2.23466 -2.85376
C52 0.40678 3.50017 -1.86483
H47 0.44775 -3.11956 7.26094
H48 -3.53257 -0.15348 -5.95863
C53 -2.50107 3.24273 1.83452
H49 -5.74869 -2.96421 -3.57512
C54 2.63115 -3.62820 5.84899
H50 -0.75577 2.77352 0.68821
C55 3.32998 0.39963 3.47679
N7 -0.94144 -0.05412 1.12166
C56 -3.54322 2.76656 2.63323
H51 4.68285 6.94688 0.59631
H52 0.58535 4.40902 1.86790
C57 -1.67681 1.03371 1.55465
H53 -4.74462 4.73656 -3.77923
H54 0.70267 -1.85566 3.86193
H55 -2.67869 2.42857 -0.85521
C58 -0.24610 -2.04132 -2.09093
H56 -2.88986 -3.54335 5.98384
C59 -1.70186 -6.35882 -2.26789
C60 -1.48125 -0.73780 -3.43397
C61 -0.51124 -3.02737 4.82380
H57 3.04528 7.41283 3.61820
H58 -2.09945 -0.32745 -4.20642
C62 1.65382 2.73980 -0.17654
H59 -0.47164 -5.76455 4.39033
C63 4.06240 5.85041 2.58007
H60 4.58787 5.76224 -0.71065
C64 6.33974 4.47222 0.98499
C65 -2.15486 2.58787 -4.19441
C66 -0.68123 -7.19471 -2.66527
H61 0.79882 6.50905 3.10706
C67 -3.26950 2.80396 -7.76727
C68 -3.79263 -4.53495 -1.29471
H62 -4.25969 3.45842 3.04149
H63 -3.21139 3.89009 -5.51186
H64 3.76409 2.53400 3.49029
H65 -1.30550 -2.88056 -3.86672
H66 -4.00457 1.44539 -5.35962
H67 5.07176 3.01761 1.48173
H68 -2.71186 -6.73107 -2.20140
H69 -4.46002 1.05724 3.56025
N8 5.08633 4.02548 1.36133
C69 1.37817 -4.33738 0.39150
C70 0.14847 2.13649 -1.62608
N9 0.95136 1.64511 -0.63529
H70 -1.26129 -3.08329 7.61583
N10 -0.04672 -0.76905 -1.63084
C71 -3.67033 1.42644 2.92548

Atomic partial charges in e from the Mulliken method, atoms 1 to 6: number 1, H, carries 0.481; number 2, C, carries -1.575; number 3, H, carries 0.563; number 4, C, carries -1.355; number 5, C, carries 0.863; number 6, H, carries 0.631